[1]
{
  "formula": "C26H45F4I3N2O10PSSi",
  "method": "wB97M-V/def2-TZVPD",
  "gap_ev": 8.0,
  "relative_energy_kcal_mol": 0.0,
  "spin_multiplicity": 1,
  "charge": 1,
  "elements": ["H", "H", "C", "I", "H", "C", "C", "C", "H", "H", "C", "H", "O", "O", "N", "H", "O", "C", "H", "O", "I", "H", "I", "H", "F", "F", "C", "H", "C", "H", "Si", "C", "H", "C", "H", "C", "H", "H", "H", "C", "H", "H", "H", "H", "C", "H", "C", "H", "H", "O", "H", "C", "C", "H", "H", "O", "P", "O", "C", "H", "O", "H", "O", "H", "C", "H", "H", "H", "H", "F", "O", "S", "H", "C", "N", "C", "H", "H", "H", "H", "H", "H", "C", "C", "C", "C", "H", "H", "C", "F", "H", "C", "H"],
  "positions_angstrom": [[-1.993868, 0.038062, 3.029709], [-1.055329, 3.011318, 7.000835], [-0.344802, -0.176283, -2.936636], [-3.511021, -0.688869, -4.485413], [1.537023, 0.443006, 2.083045], [-2.612497, 2.523657, 4.846224], [-1.790723, 1.105543, 3.026467], [3.636459, 0.671474, 0.019041], [-0.726080, -0.030736, 6.061197], [0.395910, 2.177179, 6.387683], [1.887290, -1.599437, -2.598803], [-2.870439, -0.599840, 4.805214], [0.411613, 2.221031, -2.728638], [1.003548, -0.603116, -6.011908], [-1.376140, 1.793939, 5.305693], [-3.253246, 1.926041, -1.762231], [1.648941, 1.160657, -4.694203], [1.580848, -0.265636, -4.778329], [2.999568, 1.509369, 0.306767], [-1.819422, 1.949098, -4.143787], [-1.942360, -2.774682, -1.631356], [2.667511, -0.860650, -2.459558], [-3.686971, -0.431442, 0.105949], [-2.200391, 2.057143, -0.378992], [5.157329, -0.569501, -3.795005], [3.395531, -1.901554, -4.948594], [-3.022046, 1.902740, 3.508147], [4.637259, 0.883342, 0.402228], [0.526289, 0.914302, -2.203336], [-0.141163, 2.343984, 3.702409], [3.058775, -0.961217, 0.744963], [0.947274, -3.269588, -5.271025], [-0.265552, 3.579056, 5.510624], [-2.840506, -0.317294, 5.857290], [-4.885161, -0.717464, 6.282517], [4.121428, 0.235691, -4.120664], [1.867779, -1.081206, 2.916395], [-1.527025, 2.084328, -2.016963], [-3.659141, 1.643864, 7.821032], [0.186307, -2.380450, -4.270825], [-4.663786, 0.861606, 5.611261], [-1.673601, 0.908345, 7.188965], [-2.312591, 3.560912, 4.710042], [0.066576, -3.055423, -3.435941], [-1.634014, 0.562740, 6.157933], [5.426465, -1.377408, 1.232806], [-2.222198, 0.131495, -1.295851], [0.031553, 0.646135, 4.180081], [0.670515, -1.012974, 1.599166], [2.666027, -2.112619, -0.378186], [-1.502781, 1.355623, 2.008590], [-4.229152, 0.152926, 6.318070], [-0.680129, 1.449030, 4.008969], [-3.299474, 2.685634, 2.806337], [1.326918, -2.793334, -6.161534], [2.626742, 3.016285, -3.422663], [-1.336751, 0.447542, -4.556540], [-0.477591, -5.170735, -4.884820], [1.635710, -0.638415, 1.945924], [4.487759, -1.196855, 2.697066], [0.288154, 1.018192, -0.822770], [1.773831, -3.782036, -4.773603], [-0.291811, -4.365540, -6.985504], [-5.287005, 1.020717, 7.989333], [-1.443267, -0.736837, -1.970976], [3.685887, 0.613556, -3.201093], [-0.824059, -2.197015, -4.638536], [-3.919278, 0.022012, 8.467793], [-0.509693, -5.265788, -7.265390], [4.590505, 1.276589, -4.823918], [0.299741, 0.053850, -7.899757], [1.372680, 2.611638, -4.010650], [1.572579, 0.644974, -2.286331], [-0.511654, 2.707770, 6.110084], [0.590527, 0.488496, -6.875332], [-0.000689, -4.378685, -5.666733], [-3.888600, 1.253236, 3.606493], [-2.623402, -1.247490, 6.388824], [-1.817992, 2.508368, -4.931150], [4.438991, -2.748820, 1.819151], [1.060360, -3.001932, -1.192389], [0.125169, 1.949548, -0.633700], [-2.272770, 1.628150, -1.381919], [0.806826, -1.109784, -3.639199], [1.481866, -2.002596, -1.179818], [4.490386, -1.667848, 1.709687], [3.717464, 0.680413, -1.066968], [2.386668, -2.469814, -3.020583], [3.122494, -0.588309, -5.006655], [3.378004, -0.201982, -6.280228], [0.790216, -1.311621, -0.710191], [-4.268593, 0.741382, 7.725368], [-3.362529, 2.490839, 5.629825]],
  "forces_ev_per_angstrom": [[0.020, -0.018, -0.047], [0.010, 0.013, 0.021], [-0.380, -0.237, -0.540], [0.026, 0.009, -0.062], [-0.015, -0.006, 0.012], [-0.110, 0.084, -0.073], [-0.001, -0.033, 0.037], [-0.099, 0.132, 0.016], [0.028, 0.015, 0.005], [0.008, -0.001, 0.030], [-0.180, 0.037, -0.111], [0.017, -0.005, -0.003], [0.107, -0.048, -0.733], [-0.099, -0.223, 0.305], [0.195, 0.137, 0.013], [0.026, -0.028, -0.043], [-0.343, -0.009, 0.351], [0.040, -0.440, -0.118], [-0.053, -0.010, -0.061], [-0.075, 0.250, -0.131], [0.558, 0.054, -0.376], [0.125, 0.072, -0.026], [-0.209, -0.005, 0.061], [0.034, -0.028, 0.014], [0.060, -0.007, -0.002], [-0.063, 0.024, 0.128], [0.029, -0.094, 0.004], [0.004, 0.001, -0.025], [0.158, 0.132, 0.703], [0.011, 0.020, -0.003], [0.426, -0.185, 0.399], [-0.098, -0.191, 0.023], [0.026, 0.011, -0.009], [-0.148, -0.064, -0.062], [-0.001, -0.020, -0.019], [0.021, -0.275, 0.107], [-0.060, -0.099, -0.013], [-0.225, -0.090, 0.011], [-0.010, 0.008, 0.010], [0.118, -0.127, 0.197], [0.019, 0.010, -0.008], [-0.092, 0.063, -0.012], [0.018, 0.015, 0.004], [-0.343, -0.057, 0.243], [-0.020, -0.144, 0.027], [0.091, -0.224, -0.036], [0.280, -0.171, -0.155], [0.050, 0.027, 0.025], [-0.001, -0.051, 0.002], [-0.344, 0.327, -0.303], [0.047, 0.020, -0.005], [0.029, 0.108, 0.052], [-0.135, -0.078, -0.133], [0.023, 0.032, 0.003], [-0.063, 0.162, -0.024], [-0.556, -0.267, -0.300], [-0.020, -0.206, 0.102], [0.423, 0.350, -0.609], [-0.089, 0.191, -0.117], [0.058, -0.124, 0.059], [0.251, -0.031, -0.011], [0.026, 0.122, 0.005], [0.654, -0.183, -0.069], [-0.013, -0.021, 0.025], [0.024, 0.235, 0.545], [-0.100, 0.141, 0.033], [0.040, 0.170, -0.182], [0.033, 0.010, 0.010], [-0.502, 0.047, 0.134], [0.036, -0.022, 0.017], [-0.077, 0.076, 0.041], [0.711, 0.450, 0.646], [0.064, -0.158, -0.157], [-0.022, -0.073, 0.008], [0.117, 0.243, -0.451], [-0.466, -0.334, 0.542], [0.008, -0.015, 0.039], [0.067, 0.014, 0.037], [-0.074, 0.024, -0.021], [0.040, -0.027, 0.044], [-0.362, 0.015, 0.036], [0.106, -0.036, -0.036], [-0.265, 0.239, 0.045], [0.294, -0.140, 0.531], [0.499, -0.375, 0.050], [-0.146, 0.364, -0.087], [0.000, -0.035, -0.065], [0.014, 0.086, -0.069], [0.114, 0.607, -0.393], [-0.017, -0.150, 0.003], [-0.297, 0.099, -0.023], [-0.010, -0.045, -0.059], [0.003, -0.034, 0.028]]
}



[2]
{
  "formula": "C17H17N3O4",
  "method": "wB97M-V/def2-TZVPD",
  "gap_ev": 7.1,
  "relative_energy_kcal_mol": 101.3,
  "smiles": "COc1ccc(N/N=C(\\CN=O)C(=O)c2ccc(OC)cc2)cc1",
  "spin_multiplicity": 1,
  "charge": 0,
  "elements": ["C", "O", "C", "C", "N", "C", "N", "O", "H", "H", "H", "C", "H", "C", "C", "C", "C", "H", "C", "C", "O", "C", "C", "H", "H", "H", "H", "H", "H", "H", "H", "H", "C", "H", "C", "H", "O", "C", "C", "H", "N"],
  "positions_angstrom": [[-3.418860, 0.281580, -0.278545], [3.179454, -1.728993, 2.778027], [2.790851, -1.253520, -4.517578], [3.142692, -1.758154, -2.188894], [2.216217, 1.712133, 3.569756], [-3.850988, 2.232026, 1.032755], [-0.802642, 0.707419, 2.260417], [1.471970, 2.564658, 3.079041], [-0.494121, 1.459399, 2.884701], [2.157967, 0.145872, -2.438607], [2.861174, -1.754646, -5.491683], [3.319681, -2.547017, 0.111836], [3.281067, -0.276162, -4.593705], [1.320055, -0.323805, 2.500044], [2.614780, -1.435954, 0.574066], [-2.257561, 0.036397, 0.452744], [2.372180, -1.254934, 1.995722], [-4.277892, 1.175967, -2.543775], [2.479816, -0.610642, -1.737422], [-4.182603, 1.427110, -0.053056], [-5.289868, 1.775183, -0.840239], [-2.703871, 2.017784, 1.796148], [-5.262853, 1.400130, -2.214032], [1.698736, -1.114156, -4.297148], [2.209460, -0.206879, 4.468405], [-3.709136, -0.379248, -1.085131], [-5.911766, 0.475324, -2.312821], [-2.420622, 2.701344, 2.607775], [-4.481826, 3.100747, 1.265038], [-5.679420, 2.176103, -2.809330], [-1.692743, -0.877295, 0.309456], [4.149281, -3.563704, -1.612712], [1.582412, 0.414578, 3.837266], [1.729893, 0.436296, -0.005978], [3.619440, -2.674397, -1.245608], [3.626971, -3.286040, 0.835459], [3.420056, -2.043062, -3.499582], [-1.914992, 0.912486, 1.514711], [2.252360, -0.446040, -0.362615], [0.705286, 0.583866, 4.363884], [0.149961, -0.201752, 1.891209]],
  "forces_ev_per_angstrom": [[0.338, 0.306, -0.276], [-0.499, -0.061, 0.493], [-0.784, 0.251, 0.411], [0.198, 0.308, 0.064], [-0.412, 1.929, -0.963], [-0.309, 0.981, 0.072], [3.717, -1.098, 1.692], [1.020, -2.084, 1.144], [-0.190, -0.305, -0.335], [-0.019, 0.057, 0.082], [0.259, -0.140, 0.540], [0.158, 0.263, -0.748], [-0.141, -0.076, 0.036], [-2.949, 1.146, 0.500], [-0.524, 0.692, -1.848], [-0.679, 0.413, 0.890], [0.885, 0.256, 0.642], [0.913, -0.143, -0.332], [0.150, -0.169, 0.436], [-0.408, -0.058, -0.211], [0.993, 0.209, 0.762], [-0.514, -0.129, -0.195], [-1.313, -1.924, 1.127], [0.911, -0.071, -0.116], [0.460, 0.174, -0.184], [0.114, -0.141, 0.082], [0.751, 0.905, -0.204], [-0.258, -0.300, -0.372], [0.272, -0.396, -0.236], [-0.387, 0.770, -0.301], [0.048, 0.235, -0.112], [-0.212, 0.468, 0.181], [1.144, -0.915, -1.585], [0.118, -0.073, -0.188], [-0.162, -0.847, 0.325], [0.126, -0.139, -0.066], [-0.386, 0.088, -0.055], [-1.190, -0.607, -1.963], [-0.282, -0.618, -0.195], [-2.055, 0.338, 0.826], [1.095, 0.508, 0.182]]
}